The following is a quantum chemistry calculation of a 2-piece molecular cluster, C4H9N2 overall, from the Open Molecules 2025 dataset.

- ΔE to the lowest compared entry with this formula, charge and spin (kcal/mol) = 99.2
- E_HOMO (eV) = -14.6
- max |F| (eV Å⁻¹) = 4.009
- LUMO energy (hartree) = -0.14731
- net charge = +1
- orbital gap (eV) = 10.590

The geometry in XYZ format:
```
15
C4H9N2, DFT ωB97M-V/def2-TZVPD
C -2.2118 -0.4048 0.4818
C 0.9715 1.4050 0.7134
C 0.7498 1.3400 -0.8024
C 0.0548 0.3404 0.1501
N -1.1453 0.2078 0.3300
N 0.7118 -1.7158 -0.2398
H -3.2275 -0.0928 0.5045
H -2.1247 -1.4531 0.3706
H 1.8320 0.9821 1.1116
H 0.5140 2.1322 1.2957
H -0.0241 2.0208 -1.2281
H 1.5299 1.1065 -1.6400
H -0.0542 -2.0870 -0.7094
H 0.9293 -2.2023 0.5979
H 1.4945 -1.5790 -0.9359
```

Atom charges from the Löwdin analysis, given in e for atoms 1 to 6: C 0.13; C 0.01; C -0.01; C -0.26; N 0.08; N 0.15



The following is a quantum chemistry calculation of C46H54BBiF2N4O2Sb2 as an isolated structure, from the Open Molecules 2025 dataset.

- E_HOMO (eV) = -7.4
- max |F| (eV Å⁻¹) = 1.693
- LUMO energy (hartree) = -0.04322
- orbital gap (eV) = 6.269

The geometry in XYZ format:
```
112
C46H54BBiF2N4O2Sb2, DFT ωB97M-V/def2-TZVPD
Bi 0.1627 -0.0987 -0.1004
O -5.4798 0.5103 3.9392
C -4.4205 0.2265 4.4797
O -3.9957 0.2749 5.6233
C -3.3312 -0.3251 3.4283
C -3.7092 -0.5033 2.1151
C -2.7769 -1.0087 1.1985
N -1.4833 -1.1032 1.5374
C -1.1011 -0.8746 2.8018
C -2.0240 -0.5833 3.8035
C 0.3302 -1.0314 3.0881
C 0.9145 -0.4466 4.2117
C 2.2776 -0.5826 4.4029
C 3.0199 -1.2873 3.4668
C 2.3510 -1.8468 2.3918
N 1.0492 -1.7235 2.1989
C -3.2857 -1.5725 -0.0537
C -4.4678 -2.3167 0.0966
C -5.0667 -2.9338 -0.9759
C -4.4797 -2.7914 -2.2325
C -3.3419 -2.0350 -2.3327
N -2.7425 -1.4427 -1.2874
H -4.7228 -0.2575 1.8398
H -1.7655 -0.5546 4.8506
H 0.3140 0.1146 4.9069
H 2.7548 -0.1302 5.2579
H 4.0852 -1.4096 3.5798
H 2.8864 -2.4074 1.6337
H -4.8912 -2.4258 1.0839
H -5.9676 -3.5130 -0.8457
H -4.8938 -3.2572 -3.1117
H -2.8619 -1.8871 -3.2871
C 0.2649 -4.8265 1.7398
Sb -0.1668 -3.5809 0.0090
C -1.7657 -4.9152 -0.6584
C 1.3921 -4.6224 -1.2096
C 1.2162 -4.5030 -2.6696
C 0.4177 -5.4563 -3.3041
C 0.1956 -5.4400 -4.6640
C 0.7858 -4.4582 -5.4400
C 1.5994 -3.5203 -4.8372
C 1.8254 -3.5156 -3.4612
C 2.7603 -2.5014 -2.9141
Sb 1.9200 -0.4642 -2.6052
C 3.9113 0.4364 -2.4191
C 1.5276 0.0567 -4.6809
H 0.1492 -5.8796 1.5081
H -0.4135 -4.5643 2.5431
H 1.2771 -4.6496 2.0826
H -1.4690 -5.9520 -0.5372
H -1.9936 -4.7247 -1.7016
H -2.6548 -4.7358 -0.0603
H 1.3161 -5.6623 -0.9037
H 2.3411 -4.2258 -0.8575
H -0.0211 -6.2434 -2.7084
H -0.4195 -6.1995 -5.1217
H 0.6250 -4.4345 -6.5068
H 2.0918 -2.7765 -5.4500
H 3.5897 -2.3436 -3.6007
H 3.1657 -2.7947 -1.9500
H 4.5894 0.0409 -3.1654
H 4.3019 0.2000 -1.4341
H 3.8572 1.5139 -2.5271
H 2.4119 -0.0870 -5.2930
H 1.2093 1.0939 -4.7147
H 0.7217 -0.5841 -5.0224
F -0.6552 -1.8186 -2.3939
B -1.3887 -0.7234 -1.7215
F -1.6748 0.1695 -2.7303
C -2.1814 6.4305 -0.3952
C -2.2298 4.9345 -0.2842
C -3.4397 4.2628 -0.2989
C -3.4621 2.8803 -0.1776
C -4.7694 2.1445 -0.1786
C -2.2693 2.1928 -0.0230
C -1.0234 2.8307 -0.0022
C -1.0469 4.2249 -0.1525
N 0.1285 2.0699 0.1736
C 1.3460 2.6683 0.7458
C 2.1150 3.4856 -0.3113
C 3.3567 4.1255 0.3064
C 4.3168 3.0418 0.7850
C 3.6009 2.1873 1.8259
C 3.2482 3.0557 3.0279
C 2.2800 4.1393 2.5658
C 2.9463 4.9990 1.4928
C 1.0160 3.4995 1.9985
C 2.3290 1.5833 1.2253
H -3.1256 6.8202 -0.7652
H -1.3829 6.7420 -1.0652
H -1.9878 6.8722 0.5825
H -4.3624 4.8133 -0.4090
H -5.5649 2.7770 -0.5657
H -5.0320 1.8559 0.8389
H -4.7049 1.2446 -0.7880
H -2.2971 1.1192 0.0780
H -0.1420 4.8072 -0.1673
H 1.4920 4.2592 -0.7537
H 2.3939 2.8029 -1.1211
H 3.8508 4.7465 -0.4495
H 5.2031 3.5002 1.2266
H 4.6514 2.4307 -0.0554
H 4.2534 1.3656 2.1427
H 4.1514 3.5079 3.4458
H 2.7844 2.4482 3.8072
H 2.0040 4.7696 3.4164
H 3.8251 5.4964 1.9104
H 2.2501 5.7709 1.1601
H 0.2773 4.2670 1.7842
H 0.5645 2.8296 2.7343
H 1.8406 0.9645 1.9781
H 2.6187 0.9485 0.3838
```

Atom charges from the Löwdin analysis, given in e for atoms 1 to 6: Bi 1.60; O -0.01; C -0.70; O 0.00; C -0.04; C 0.03



The following is a quantum chemistry calculation of a 2-piece molecular cluster, C12H17N overall, from the Open Molecules 2025 dataset.

- ΔE to the lowest compared entry with this formula, charge and spin (kcal/mol) = 29.3
- E_HOMO (eV) = -7.8
- max |F| (eV Å⁻¹) = 2.449
- LUMO energy (hartree) = 0.03149
- orbital gap (eV) = 8.673

The geometry in XYZ format:
```
30
C12H17N, DFT ωB97M-V/def2-TZVPD
C 2.7988 -0.6347 1.5301
C 1.5133 -0.8280 0.7843
C 1.5406 -1.0909 -0.5561
N 0.3431 -1.5732 -1.0275
C -0.5069 -1.7031 0.0348
C -1.8128 -2.1769 0.1083
C -2.4213 -2.2534 1.3474
C -1.7763 -1.8211 2.5079
C -0.4950 -1.3509 2.4507
C 0.2278 -1.3490 1.2372
H 2.7164 -0.4682 2.5957
H 3.3187 0.3102 1.3285
H 3.4391 -1.4291 1.1571
H 2.3514 -1.0926 -1.2784
H 0.3688 -2.1534 -1.8481
H -2.5078 -2.4354 -0.6721
H -3.4186 -2.7148 1.4740
H -2.2268 -1.7859 3.5002
H -0.0054 -1.0727 3.3944
C -0.3553 2.9912 -0.4375
C -0.0829 1.8889 -1.4764
C -0.4277 2.4430 -2.8448
H -1.1606 3.6387 -0.8055
H 0.5123 3.6604 -0.4446
H -0.6630 2.5586 0.5009
H 0.9565 1.5941 -1.3226
H -0.7133 0.9745 -1.3666
H -1.4552 2.3658 -3.1639
H -0.1702 3.4919 -2.9893
H 0.1124 2.0162 -3.7181
```

Atom charges from the Löwdin analysis, given in e for atoms 1 to 6: C -0.05; C -0.21; C -0.10; N 0.06; C -0.21; C -0.03



The following is a quantum chemistry calculation of an isolated ion of composition C12H10N and charge +1, from the Open Molecules 2025 dataset.

- E_HOMO (spin up / spin down) (eV) = -11.2 / -11.2
- max |F| (eV Å⁻¹) = 3.547
- LUMO energy (spin up / spin down) (hartree) = -0.18472 / -0.18508
- net charge = +1
- orbital gap (spin up / spin down) (eV) = 6.191 / 6.174

The geometry in XYZ format:
```
23
C12H10N, DFT ωB97M-V/def2-TZVPD
C 1.5473 -2.5325 -0.0240
C 1.8389 2.3307 -0.0102
C 2.2675 -1.3511 0.0104
C 2.4185 1.0727 0.0181
C 0.1745 -2.4920 -0.0274
C 0.4715 2.4538 -0.0327
C 1.6234 -0.0942 0.0057
C 0.2091 -0.0111 -0.0168
C -0.5380 -1.2584 -0.0177
C -0.3856 1.3138 -0.0275
C -1.9084 -1.3028 0.0026
C -1.7415 1.5173 -0.0067
N -2.5509 0.1498 0.0075
H 2.0657 -3.4766 -0.0457
H 2.4584 3.2145 -0.0126
H 3.3442 -1.3817 0.0505
H 3.4926 0.9732 0.0356
H -0.4020 -3.4033 -0.0413
H 0.0102 3.4292 -0.0596
H -2.6095 -2.1055 0.0377
H -2.3420 2.3980 0.0027
H -3.1879 0.1839 -0.7988
H -3.1477 0.1871 0.8414
```

Atom charges from the Löwdin analysis, given in e for atoms 1 to 6: C -0.04; C -0.04; C 0.02; C 0.02; C 0.01; C 0.01



The following is a quantum chemistry calculation of C6H7LiO6Zn as an isolated structure, from the Open Molecules 2025 dataset.

- 2S+1 = 2
- ΔE to the lowest compared entry with this formula, charge and spin (kcal/mol) = 54.8
- E_HOMO (spin up / spin down) (eV) = -12.9 / -13.0
- max |F| (eV Å⁻¹) = 3.093
- LUMO energy (spin up / spin down) (hartree) = -0.21258 / -0.21286
- net charge = +1
- orbital gap (spin up / spin down) (eV) = 7.151 / 7.178

The geometry in XYZ format:
```
21
C6H7LiO6Zn, DFT ωB97M-V/def2-TZVPD
Li 1.6336 0.1649 1.4870
O 0.4730 1.7706 1.5101
O 0.2805 2.2809 -0.6796
C 1.7027 2.1256 -1.0102
C 2.0241 0.7007 -1.4065
O 1.8007 -0.2052 -0.3740
C -0.1374 2.0593 0.5123
H 1.8700 2.8134 -1.8451
H 2.2844 2.4553 -0.1386
H 3.0843 0.7062 -1.7200
H 1.4396 0.4532 -2.3108
Zn 0.8686 -1.7820 -0.2450
O 0.5977 -1.5321 1.7474
O -1.0690 -2.0524 0.4599
C -2.4051 -1.9293 0.1259
C -2.9149 -0.7563 -0.2722
O -1.4060 -1.9075 2.7175
C -0.6207 -1.8892 1.8118
H -2.9748 -2.8408 0.3031
H -3.6848 -0.7580 -1.0434
H -2.8464 0.1227 0.3703
```

Atom charges from the Löwdin analysis, given in e for atoms 1 to 6: Li 0.75; O 0.03; O 0.02; C -0.09; C -0.29; O -0.40



The following is a quantum chemistry calculation of C41H36BrGeN5O3RuSSbSe4 as an isolated structure, from the Open Molecules 2025 dataset.

- 2S+1 = 2
- ΔE to the lowest compared entry with this formula, charge and spin (kcal/mol) = 29.1
- E_HOMO (spin up / spin down) (eV) = -0.2 / -0.2
- max |F| (eV Å⁻¹) = 3.201
- LUMO energy (spin up / spin down) (hartree) = 0.10915 / 0.10917
- net charge = -2
- orbital gap (spin up / spin down) (eV) = 3.192 / 3.180

The geometry in XYZ format:
```
94
C41H36BrGeN5O3RuSSbSe4, DFT ωB97M-V/def2-TZVPD
Ru 0.2800 -0.4252 0.6248
Br -2.4625 6.4263 2.2713
C -2.0958 4.5648 2.0189
C -2.8410 3.6221 2.7149
C -2.5352 2.2837 2.5372
C -1.5000 1.8257 1.6921
O -1.2634 0.5582 1.6474
C -0.7544 2.8252 0.9595
C 0.3416 2.5622 0.0815
N 0.8543 1.3652 -0.2137
C 1.8802 1.2245 -1.0973
C 2.4347 2.2308 -1.9033
C 3.5240 1.9606 -2.7364
C 4.1054 0.7186 -2.8096
C 3.5743 -0.3360 -2.0217
C 4.1087 -1.6398 -2.0249
C 3.5534 -2.6129 -1.2356
C 2.4517 -2.2873 -0.4374
N 1.9196 -1.0763 -0.4207
C 2.4641 -0.0887 -1.1882
C -1.0866 4.1839 1.1663
H -3.6457 3.9273 3.3710
H -3.0961 1.5185 3.0617
H 0.7869 3.4377 -0.3806
H 2.0143 3.2258 -1.9046
H 3.9152 2.7674 -3.3485
H 4.9409 0.5163 -3.4683
H 4.9515 -1.8599 -2.6707
H 3.9334 -3.6263 -1.2250
H 1.9906 -3.0170 0.2165
H -0.5200 4.9407 0.6361
Se -4.2576 -3.5201 1.1007
Sb -0.5081 -5.1150 1.5165
Se -2.8744 -1.7891 0.9500
Se -0.6815 -2.4392 1.6462
Se -0.4643 -5.7219 3.8413
O -0.4663 -1.1508 -3.3486
C -0.6236 -1.5154 -2.1766
O -0.7166 -0.7242 -1.1806
C -0.7873 -3.0154 -1.9044
C -0.7774 -3.8825 -3.1586
Ge 0.8786 -4.3310 -4.0930
C 1.8309 -5.7055 -3.0452
C 2.6482 -6.6650 -3.6455
C 3.3840 -7.5641 -2.8857
C 3.3070 -7.5320 -1.4998
C 2.4702 -6.6136 -0.8831
C 1.7450 -5.7138 -1.6531
C 0.3295 -5.3272 -5.7125
C 0.6707 -4.8986 -6.9937
C 0.3610 -5.6585 -8.1156
C -0.2952 -6.8719 -7.9743
C -0.6473 -7.3151 -6.7061
C -0.3360 -6.5486 -5.5929
C 2.2075 -3.0614 -4.7611
C 3.4903 -3.5331 -5.0423
C 4.4453 -2.7106 -5.6228
C 4.1347 -1.3892 -5.9146
C 2.8684 -0.9043 -5.6261
C 1.9060 -1.7339 -5.0636
H -1.7437 -3.1328 -1.3877
H -0.0302 -3.3184 -1.1807
H -1.4433 -3.4354 -3.8978
H -1.1705 -4.8777 -2.9167
H 2.6971 -6.7291 -4.7283
H 4.0174 -8.2938 -3.3776
H 3.8900 -8.2247 -0.9043
H 2.3705 -6.5900 0.1960
H 1.0897 -5.0182 -1.1424
H 1.1934 -3.9561 -7.1193
H 0.6382 -5.3023 -9.1012
H -0.5264 -7.4731 -8.8460
H -1.1590 -8.2629 -6.5845
H -0.6091 -6.9169 -4.6087
H 3.7618 -4.5527 -4.7966
H 5.4353 -3.0993 -5.8344
H 4.8819 -0.7372 -6.3530
H 2.6263 0.1341 -5.8168
H 0.9290 -1.3383 -4.8131
C 2.9836 -3.9449 3.6575
C 2.2837 -2.9928 4.6194
C 1.9424 -1.6818 3.9821
N 2.0835 -1.4205 2.7381
N 1.6418 -0.1598 2.3711
C 1.2417 0.5336 3.4033
N 0.9364 1.8547 3.3453
S 1.2561 -0.3524 4.8880
H 2.9769 -4.9544 4.0681
H 4.0113 -3.6313 3.4662
H 2.4616 -3.9791 2.7041
H 2.9148 -2.8036 5.4934
H 1.3561 -3.4507 4.9799
H 0.7841 2.1980 2.4010
H 0.2247 2.1755 3.9821
```

Atom charges from the Löwdin analysis, given in e for atoms 1 to 6: Ru 0.91; Br 0.65; C -0.71; C -0.13; C 0.00; C -0.37



Look up the max |F| of the sixth one.
3.201 eV Å⁻¹



What is the formula in the first record?
C4H9N2